Here is a cluster of 2 separate species, C25H39ClN5OP in total in a non-equilibrium geometry from the OMol25 dataset. Energies are from ωB97M-V/def2-TZVPD.

Output
Molecular weight (g mol⁻¹): 492.05
Gap between HOMO and LUMO (eV): 6.76
HOMO level (eV): -8.00
Structure (SMILES): [H]/N=C(\C)Cc1c(C=C)c(CCCCN)c2ncc(P(C)C)nc2c1[C@@H](Cl)CC.CNC(C)=O
E_tot (eV): -57848.1885

Geometry as ORCA input:
```
! RIJCOSX wB97M-V def2-TZVPD def2/J DEFGRID3
* xyz 0 1
C 2.70 -1.87 -2.79
H 3.24 -0.55 -4.57
H 5.89 3.14 3.12
H -0.26 -5.75 1.44
O -2.07 -4.98 0.09
H -2.27 3.04 1.29
H -4.33 -5.12 1.20
C -1.66 -1.92 -1.25
H -1.63 5.25 -1.87
C 3.46 2.88 0.55
N 0.83 -1.73 -5.46
Cl -0.48 3.42 2.94
C -3.55 -0.02 1.48
C -2.82 0.16 2.94
C 1.93 0.54 -0.40
H 0.05 -1.44 -6.12
N -1.13 -5.83 1.95
C -3.02 0.65 0.06
H 3.79 -1.80 -2.30
H -2.39 1.26 2.98
H 4.19 3.80 3.64
C -2.29 -2.01 -2.61
P 4.62 4.33 1.14
H -1.86 -2.75 -0.42
H -3.43 -2.37 -2.62
H -4.94 -1.10 2.43
C -1.09 3.20 1.17
C -0.39 1.87 0.43
N 3.42 0.39 -0.57
H 0.11 -0.54 -3.67
C -2.22 -5.41 1.24
C -0.93 4.58 0.28
C 1.64 -2.10 -1.56
H -1.91 -0.58 3.10
N -4.73 -0.76 1.46
H -1.73 -1.74 -3.61
H 2.61 0.46 -3.11
C 4.20 1.58 -0.07
H -3.58 -4.87 2.79
H 0.50 -2.61 -4.96
H -1.86 3.42 -1.44
H 5.61 5.04 3.44
H -3.80 -6.53 2.14
H -3.50 1.74 0.04
H -0.67 -7.37 3.25
C -0.66 -0.68 -0.77
C -1.10 -6.36 3.29
H 5.37 1.55 -0.18
C 1.28 1.87 0.27
H 2.26 -2.62 -0.68
H -2.09 -6.41 3.75
H -1.29 5.51 0.94
C 5.15 4.04 2.99
H 0.14 4.75 -0.15
H 2.74 -2.85 -3.47
H 4.17 6.82 1.73
H 0.92 0.42 -5.15
C 3.53 5.93 1.26
C -1.97 4.50 -1.01
C -1.37 0.66 -0.08
H -3.57 0.00 3.86
H 0.87 -2.91 -1.92
C 0.99 -0.74 -0.92
H -0.45 -5.72 3.89
H -3.56 0.08 -0.84
C -3.57 -5.49 1.89
H 2.58 5.74 1.96
C 2.41 -0.54 -3.71
C 0.95 -0.56 -4.48
H -3.07 4.69 -0.66
N 1.98 3.10 0.77
H 3.11 6.25 0.20
*
```

These are the Mulliken partial charges, in e, on atoms 1 to 5: -0.64 0.37 0.28 0.23 -0.71